80
Properties=species:S:1:pos:R:3:lowdin_charge:R:1 method="wB97M-V/def2-TZVPD" e_lumo_ev=-1.1431 gap_ev=6.6409 energy_ha=-5675.60926 spin_multiplicity=1 charge=0 homo_energy_ha=-0.286 de_lowest_kcal_mol=0.0
Ir 0.020 -0.136 0.107 0.898
S -0.338 1.506 1.654 0.649
C -1.650 2.292 0.824 -0.719
N -2.487 3.175 1.261 0.061
N -2.362 3.672 2.506 0.000
C -1.211 4.138 3.156 -0.287
C -0.059 4.509 2.465 -0.078
C 1.028 5.014 3.164 -0.089
C 0.982 5.171 4.540 -0.101
C -0.180 4.828 5.222 -0.090
C -1.268 4.316 4.540 -0.034
N -1.930 1.946 -0.502 0.075
N -1.284 1.016 -1.011 -0.164
C -1.584 0.826 -2.416 -0.220
C -2.710 1.424 -2.979 -0.005
C -2.986 1.224 -4.318 -0.065
C -2.150 0.437 -5.103 -0.071
C -1.027 -0.140 -4.539 -0.066
C -0.737 0.056 -3.195 -0.054
H -3.239 4.013 2.861 0.141
H -0.021 4.432 1.388 0.100
H 1.917 5.302 2.616 0.104
H 1.834 5.568 5.076 0.098
H -0.239 4.956 6.295 0.103
H -2.167 4.034 5.076 0.113
H -3.366 2.018 -2.362 0.112
H -3.866 1.681 -4.751 0.108
H -2.378 0.278 -6.148 0.106
H -0.372 -0.760 -5.139 0.109
H 0.132 -0.407 -2.756 0.059
N 4.027 1.008 1.544 -0.072
C 3.010 0.896 2.597 -0.324
P 2.361 -0.813 2.543 0.397
O 3.481 -1.766 2.750 -0.322
O 1.582 -1.005 1.234 -0.538
C 1.276 -0.826 4.010 -0.310
N 0.748 -2.182 4.197 -0.048
H 4.606 0.171 1.559 0.073
H 4.635 1.804 1.689 0.093
H 2.817 1.213 0.250 -0.113
H 2.205 1.613 2.416 0.033
H 3.405 1.075 3.601 0.095
H 0.454 -0.116 3.889 0.060
H 1.900 -0.499 4.848 0.093
H 0.354 -2.301 5.122 0.093
H 1.496 -2.860 4.085 0.087
H -0.420 -2.247 2.945 0.055
N -5.577 -2.711 2.185 0.120
C -4.453 -2.903 2.010 -0.349
N -3.190 -3.225 1.784 0.136
C -2.160 -2.591 2.032 -0.237
N -1.108 -2.038 2.159 0.196
C 2.810 -1.925 -1.802 -0.188
Si 3.135 -0.142 -2.174 0.333
C 2.831 0.404 -3.929 -0.200
C 4.853 0.371 -1.663 -0.208
Se 1.728 1.219 -0.819 0.690
H 3.652 -2.525 -2.158 0.045
H 1.895 -2.298 -2.261 0.016
H 2.713 -2.063 -0.723 0.028
H 3.592 -0.032 -4.582 0.041
H 2.909 1.490 -4.002 0.039
H 1.851 0.114 -4.305 0.007
H 5.574 -0.032 -2.379 0.041
H 5.102 -0.017 -0.675 0.019
H 4.967 1.457 -1.647 0.038
I -4.226 -6.445 -4.668 0.863
C -3.322 -5.003 -3.465 -0.736
C -1.952 -4.798 -3.561 -0.145
C -1.355 -3.836 -2.762 -0.010
C -2.122 -3.083 -1.881 -0.127
C -3.492 -3.300 -1.792 -0.004
C -4.097 -4.264 -2.583 -0.136
C -1.498 -2.023 -1.046 -0.611
O -2.194 -1.252 -0.363 -0.044
O -0.215 -1.911 -1.070 -0.177
H -1.358 -5.385 -4.249 0.092
H -0.288 -3.667 -2.812 0.113
H -4.077 -2.708 -1.102 0.116
H -5.162 -4.437 -2.511 0.096